1.
Formula: C12H14Cl5F6IrO3SSb
Source: the Open Molecules 2025 dataset
Level of theory: ωB97M-V/def2-TZVPD

XYZ file:
```
43
Properties=species:S:1:pos:R:3
Ir 0.166 0.145 -0.120
C -2.122 1.810 1.207
O -0.750 1.365 1.319
C -0.483 0.880 2.657
C 0.950 0.411 2.721
O 1.235 -0.487 1.641
C 1.119 -1.912 1.834
C -0.325 -2.351 1.739
O -0.892 -1.684 0.609
C -2.185 -2.180 0.228
H -2.282 2.592 1.946
H -2.264 2.199 0.208
H -2.799 0.972 1.381
H -0.642 1.703 3.355
H -1.194 0.081 2.880
H 1.641 1.243 2.590
H 1.149 -0.074 3.677
H 1.707 -2.342 1.024
H 1.561 -2.184 2.792
H -0.368 -3.431 1.587
H -0.901 -2.104 2.637
H -2.121 -3.254 0.053
H -2.915 -1.969 1.011
H -2.470 -1.682 -0.693
F 1.179 -1.161 -1.256
Sb 1.743 -1.555 -3.226
F 2.008 -3.265 -2.519
F -0.090 -1.922 -3.418
F 2.204 -1.955 -4.976
F 1.373 0.269 -3.526
F 3.450 -1.048 -2.654
Cl -0.891 2.604 -2.066
C 0.826 2.652 -1.654
C 1.326 1.656 -0.822
C 2.717 1.722 -0.663
Cl 3.551 0.523 0.253
C 3.498 2.723 -1.253
Cl 5.189 2.754 -1.012
C 2.913 3.709 -2.048
Cl 3.853 4.943 -2.762
C 1.544 3.666 -2.266
Cl 0.757 4.828 -3.248
S -1.233 0.529 -1.837
```

The calculation puts the relative energy (zero: lowest compared OMol25 entry of this formula, charge and spin) at 122.02 kJ/mol. Its total energy is -117936.642 eV. The net charge is +1. As for the HOMO-LUMO gap: 7.717 eV.

2.
Formula: C7H9NO2
Source: the Open Molecules 2025 dataset
Level of theory: ωB97M-V/def2-TZVPD

XYZ file:
```
19
Properties=species:S:1:pos:R:3
C 1.534 1.784 -1.915
C 2.585 2.124 -1.110
C 0.439 0.846 -1.392
C 2.802 1.602 0.161
C 0.044 -1.760 0.360
C -1.559 0.119 0.705
C -0.178 -0.332 0.703
N 0.679 0.491 -0.152
O -0.563 0.654 -2.095
O 3.216 1.521 1.237
H 1.378 2.254 -2.871
H 3.235 2.964 -1.556
H 1.171 -1.834 0.125
H -0.076 -2.436 1.326
H -0.607 -2.152 -0.503
H -2.174 0.209 -0.316
H -1.509 1.164 1.145
H -2.234 -0.540 1.356
H 0.174 -0.122 1.794
```

The calculation puts the relative energy (zero: lowest compared OMol25 entry of this formula, charge and spin) at 406.21 kJ/mol. Its total energy is -12986.285 eV. As for the HOMO-LUMO gap: 6.774 eV.

3.
Formula: C24H38BCl2N6O7SV
Source: the Open Molecules 2025 dataset
Level of theory: ωB97M-V/def2-TZVPD

XYZ file:
```
80
Properties=species:S:1:pos:R:3
V -0.067 -0.196 0.041
C 1.067 -5.102 0.914
C 0.603 -3.726 0.435
C -0.497 -3.904 -0.623
C 0.165 -2.883 1.605
C -0.112 -3.333 2.902
C -0.363 -2.194 3.641
N -0.229 -1.141 2.840
N 0.075 -1.540 1.587
B -0.366 0.359 3.162
N 0.877 1.055 2.548
C 1.778 1.747 3.251
C 2.781 2.140 2.400
C 2.422 1.635 1.140
N 1.256 0.978 1.241
C 3.262 1.919 -0.084
C 3.074 3.395 -0.466
C 2.988 1.032 -1.289
N -1.611 0.956 2.505
C -2.794 1.245 3.054
C -3.592 1.795 2.074
C -2.794 1.799 0.916
N -1.597 1.273 1.191
C -3.165 2.352 -0.433
C -3.988 3.633 -0.279
C -3.943 1.324 -1.263
H 1.504 -5.652 0.079
H 1.812 -5.026 1.708
H 0.218 -5.679 1.290
H 1.436 -3.206 -0.038
H -1.393 -4.334 -0.166
H -0.761 -2.957 -1.086
H -0.147 -4.580 -1.408
H -0.143 -4.350 3.254
H -0.628 -2.070 4.679
H -0.382 0.531 4.351
H 1.632 1.921 4.304
H 3.672 2.698 2.638
H 4.298 1.775 0.237
H 2.045 3.556 -0.795
H 3.281 4.058 0.376
H 3.745 3.658 -1.287
H 1.979 1.185 -1.663
H 3.691 1.259 -2.094
H 3.081 -0.023 -1.035
H -2.997 1.032 4.091
H -4.602 2.155 2.184
H -2.232 2.582 -0.946
H -4.988 3.408 0.102
H -3.508 4.333 0.408
H -4.104 4.124 -1.248
H -4.777 0.921 -0.681
H -4.354 1.789 -2.164
H -3.297 0.500 -1.563
O 0.717 0.199 -3.424
Cl 1.786 -2.208 -3.436
O 3.193 -2.064 -3.844
O 0.977 -2.956 -4.412
O 0.931 -1.021 -0.775
Cl -3.927 -2.317 -2.179
C -3.971 -2.239 -0.398
C -2.773 -1.573 0.289
O -2.835 -1.614 1.509
O -1.877 -1.060 -0.470
H -4.040 -3.256 -0.027
H -4.864 -1.691 -0.111
O -0.429 1.164 -1.410
S -0.620 0.404 -2.770
C -1.188 1.862 -3.731
C -1.290 1.586 -5.229
C -2.312 0.483 -5.603
C -2.003 -0.842 -4.995
H -0.417 2.598 -3.500
H -2.157 2.147 -3.308
H -0.301 1.266 -5.571
H -1.567 2.509 -5.745
H -2.310 0.394 -6.697
H -3.307 0.817 -5.293
H -1.168 -1.418 -5.380
H -2.792 -1.410 -4.519
```

The calculation puts the relative energy (zero: lowest compared OMol25 entry of this formula, charge and spin) at 80.96 kJ/mol. Its total energy is -111023.619 eV. As for the multiplicity: 4. The net charge is -1. As for the HOMO-LUMO gap (spin up / spin down): 7.305 / 7.021 eV.

4.
Formula: C5H11NO
Source: the Open Molecules 2025 dataset
Level of theory: ωB97M-V/def2-TZVPD

XYZ file:
```
18
Properties=species:S:1:pos:R:3
C -0.186 0.959 1.226
C -0.429 -1.687 -2.197
C -2.029 -1.128 -0.277
C 2.238 1.768 1.641
C -0.788 -1.730 -0.905
N 1.073 1.167 0.951
O 1.480 0.645 -0.204
H -0.506 1.541 2.137
H 0.339 -2.214 -2.562
H -1.133 -1.253 -2.891
H 0.657 0.185 -0.496
H -2.591 -1.887 0.324
H -1.747 -0.366 0.513
H -2.676 -0.667 -1.110
H 2.746 2.129 0.716
H 1.862 2.685 2.242
H 2.683 1.015 2.232
H -0.028 -1.962 -0.215
```

The calculation puts the relative energy (zero: lowest compared OMol25 entry of this formula, charge and spin) at 237.86 kJ/mol. Its total energy is -8892.684 eV. As for the multiplicity: 3. As for the HOMO-LUMO gap (spin up / spin down): 6.617 / 8.029 eV.

5.
Formula: C41H51Cl4N2OPbS2
Source: the Open Molecules 2025 dataset
Level of theory: ωB97M-V/def2-TZVPD

XYZ file:
```
102
Properties=species:S:1:pos:R:3
Pb 0.743 -0.107 0.422
Cl 0.389 -2.996 -0.217
C 1.545 -3.377 -1.487
C 1.439 -4.651 -2.017
C 2.296 -5.027 -3.035
C 3.233 -4.121 -3.504
C 3.313 -2.855 -2.954
Cl 4.501 -1.773 -3.608
C 2.472 -2.422 -1.914
S 2.657 -0.794 -1.288
H 0.693 -5.332 -1.632
H 2.231 -6.017 -3.464
H 3.912 -4.388 -4.301
C -2.747 3.725 -0.371
C -3.360 2.324 -0.412
C -4.878 2.377 -0.233
C -2.970 1.604 -1.694
C -3.363 2.171 -2.906
C -2.971 1.634 -4.118
C -2.136 0.526 -4.141
C -1.710 -0.073 -2.964
C -0.849 -1.316 -3.003
C 0.069 -1.391 -4.220
C -1.734 -2.563 -2.914
C -2.173 0.453 -1.751
N -1.770 -0.196 -0.532
C -2.693 -0.589 0.241
C -2.478 -1.073 1.638
N -1.343 -1.067 2.180
C -1.204 -1.414 3.561
C -1.160 -0.407 4.527
C -0.955 -0.812 5.847
C -0.772 -2.135 6.192
C -0.798 -3.106 5.203
C -1.016 -2.767 3.876
C -1.124 -3.854 2.823
C -2.476 -4.565 2.932
C 0.035 -4.843 2.880
C -1.195 1.106 4.311
C -1.950 1.680 3.113
C 0.237 1.647 4.300
H -2.965 4.205 0.585
H -3.154 4.362 -1.159
H -1.664 3.675 -0.489
H -2.945 1.792 0.442
H -5.344 2.994 -1.003
H -5.135 2.811 0.734
H -5.330 1.386 -0.294
H -3.988 3.055 -2.892
H -3.304 2.082 -5.044
H -1.813 0.118 -5.089
H -0.209 -1.302 -2.119
H -0.478 -1.682 -5.119
H 0.840 -2.144 -4.051
H 0.570 -0.441 -4.415
H -2.419 -2.592 -3.763
H -2.329 -2.575 -1.999
H -1.126 -3.470 -2.936
H -3.740 -0.525 -0.068
H -3.386 -1.355 2.180
H -0.934 -0.050 6.618
H -0.610 -2.411 7.224
H -0.663 -4.146 5.469
H -1.087 -3.380 1.841
H -2.557 -5.087 3.888
H -2.593 -5.301 2.135
H -3.307 -3.861 2.874
H 0.048 -5.399 3.818
H 0.996 -4.336 2.774
H -0.053 -5.571 2.073
H -1.687 1.503 5.204
H -1.407 1.518 2.178
H -2.044 2.760 3.242
H -2.957 1.272 3.010
H 0.753 1.318 3.395
H 0.802 1.293 5.163
H 0.241 2.739 4.307
Cl 3.055 1.927 1.686
C 3.546 0.968 3.097
Cl 2.721 -0.599 3.157
H 3.267 1.526 3.984
H 4.615 0.804 3.035
C 6.585 4.293 -1.412
C 5.194 3.767 -1.629
C 4.100 4.345 -0.983
C 2.818 3.868 -1.188
C 2.630 2.798 -2.056
C 3.702 2.192 -2.695
C 4.978 2.689 -2.482
S 1.036 2.087 -2.299
C 0.115 3.474 -2.913
O 0.441 1.876 -0.902
H 6.607 5.048 -0.628
H 6.972 4.746 -2.326
H 7.266 3.489 -1.135
H 4.260 5.177 -0.309
H 1.980 4.311 -0.664
H 3.542 1.332 -3.332
H 5.820 2.220 -2.976
H 0.210 4.313 -2.225
H -0.921 3.146 -2.987
H 0.503 3.730 -3.898
```

The calculation puts the relative energy (zero: lowest compared OMol25 entry of this formula, charge and spin) at 0.00 kJ/mol. Its total energy is -125377.054 eV. The net charge is +1. As for the HOMO-LUMO gap: 7.015 eV.

6.
Formula: C28H62Ca3N2O12P2
Source: the Open Molecules 2025 dataset
Level of theory: ωB97M-V/def2-TZVPD

XYZ file:
```
109
Properties=species:S:1:pos:R:3
Ca 0.885 2.626 -1.777
Ca 0.281 -2.289 0.728
Ca -0.776 -0.158 -2.966
P 0.712 0.188 -0.452
O 1.160 0.458 -1.929
O -0.486 -0.792 -0.695
O 0.379 1.558 0.127
O 1.659 -0.621 0.454
P -0.723 2.474 -4.154
O -1.141 2.038 -2.686
O -0.311 1.082 -4.723
O 0.500 3.397 -3.787
O -1.710 3.288 -4.901
C -1.036 3.898 3.976
C -2.151 3.574 4.990
C -2.448 2.090 4.683
O -1.252 1.547 4.170
C -0.644 2.545 3.368
H -0.204 4.511 4.310
H -1.545 4.495 3.213
H -3.036 4.191 4.860
H -1.854 3.626 6.039
H -3.310 2.004 4.006
H -2.719 1.523 5.576
H -0.919 2.460 2.311
H 0.442 2.423 3.350
C 4.116 -4.330 -0.468
C 4.277 -4.885 0.949
C 3.253 -4.112 1.793
O 2.473 -3.365 0.836
C 3.385 -3.016 -0.221
H 3.475 -4.964 -1.081
H 5.039 -4.194 -1.030
H 5.289 -4.806 1.344
H 4.081 -5.959 0.962
H 3.729 -3.390 2.458
H 2.562 -4.760 2.325
H 4.021 -2.174 0.063
H 2.769 -2.661 -1.048
C 1.084 -1.170 4.989
C 0.542 -2.553 5.330
C -0.254 -2.878 4.080
O 0.538 -2.334 2.997
C 1.415 -1.273 3.503
H 1.971 -0.936 5.578
H 0.365 -0.365 5.147
H -0.087 -2.530 6.219
H 1.321 -3.305 5.453
H -1.211 -2.349 4.073
H -0.406 -3.936 3.877
H 1.269 -0.362 2.928
H 2.442 -1.614 3.371
C -4.279 -1.791 2.066
C -3.421 -0.802 2.849
C -2.216 -0.648 1.934
O -2.028 -1.950 1.347
C -3.261 -2.681 1.347
H -4.893 -1.295 1.315
H -4.951 -2.367 2.701
H -3.117 -1.126 3.844
H -3.909 0.166 2.939
H -1.290 -0.348 2.427
H -2.393 0.106 1.163
H -3.079 -3.621 1.882
H -3.574 -2.963 0.340
C 5.178 4.512 -2.338
C 3.684 4.174 -2.274
N 3.327 2.797 -1.905
C 3.749 2.486 -0.514
C 3.254 3.443 0.549
C 3.977 1.789 -2.759
C 3.529 1.828 -4.205
H 5.740 3.734 -2.856
H 5.603 4.681 -1.348
H 5.339 5.404 -2.945
H 3.182 4.906 -1.640
H 3.237 4.341 -3.259
H 3.462 1.447 -0.338
H 4.851 2.494 -0.447
H 3.551 4.470 0.337
H 2.164 3.457 0.667
H 3.656 3.166 1.524
H 3.544 0.844 -2.400
H 5.048 1.643 -2.574
H 3.811 2.725 -4.762
H 2.454 1.675 -4.310
H 4.011 1.000 -4.740
C -3.773 0.646 -1.343
C -3.923 0.425 -2.834
N -3.132 -0.707 -3.373
C -3.214 -0.595 -4.858
C -4.504 -1.065 -5.522
C -3.634 -1.974 -2.840
C -2.911 -3.189 -3.377
H -4.302 1.546 -1.034
H -2.722 0.821 -1.087
H -4.110 -0.195 -0.731
H -4.997 0.248 -3.037
H -3.692 1.331 -3.393
H -2.935 0.421 -5.139
H -2.400 -1.203 -5.277
H -4.366 -1.138 -6.598
H -4.772 -2.061 -5.160
H -5.359 -0.431 -5.290
H -4.725 -2.059 -2.942
H -3.481 -1.932 -1.756
H -2.939 -3.183 -4.466
H -3.396 -4.095 -3.014
H -1.863 -3.216 -3.068
```

The calculation puts the relative energy (zero: lowest compared OMol25 entry of this formula, charge and spin) at 0.00 kJ/mol. Its total energy is -131501.721 eV. As for the HOMO-LUMO gap: 5.018 eV.

7.
Formula: C5H11NO
Source: the Open Molecules 2025 dataset
Level of theory: ωB97M-V/def2-TZVPD

XYZ file:
```
18
Properties=species:S:1:pos:R:3
C 1.586 0.617 -1.443
C 0.529 -0.167 -0.689
C 0.909 -0.338 0.815
N -0.096 0.294 1.659
C -1.372 -0.342 1.349
C -1.764 -0.057 -0.126
O -0.684 0.574 -0.792
H 1.249 0.853 -2.456
H 2.518 0.045 -1.498
H 1.797 1.555 -0.914
H 0.372 -1.150 -1.162
H 1.891 0.104 1.027
H 0.972 -1.399 1.093
H -1.250 -1.418 1.519
H -2.135 0.011 2.049
H -2.053 -0.976 -0.661
H -2.604 0.643 -0.185
H -0.174 1.251 1.317
```

The calculation puts the relative energy (zero: lowest compared OMol25 entry of this formula, charge and spin) at 132.71 kJ/mol. Its total energy is -8900.322 eV. As for the SMILES: C[C@H]1CNCCO1. As for the HOMO-LUMO gap: 10.017 eV.

8.
Formula: C35H46BrIrN6O2PS
Source: the Open Molecules 2025 dataset
Level of theory: ωB97M-V/def2-TZVPD

XYZ file:
```
93
Properties=species:S:1:pos:R:3
Ir -0.770 -0.282 -0.212
C -0.565 2.323 2.166
O -1.378 1.202 1.809
C -2.506 0.996 2.565
C -2.865 1.737 3.675
C -4.032 1.391 4.352
Br -4.508 2.385 5.883
C -4.841 0.358 3.934
C -4.492 -0.377 2.798
C -3.311 -0.061 2.148
O -2.847 -0.751 1.043
C -5.377 -1.465 2.358
N -6.177 -2.102 3.158
C -6.846 -3.013 2.356
C -7.826 -3.946 2.694
C -8.339 -4.728 1.682
C -7.894 -4.597 0.355
C -6.920 -3.684 0.004
C -6.407 -2.902 1.033
N -5.434 -1.916 1.054
H -1.151 3.242 2.115
H 0.238 2.346 1.435
H -0.157 2.190 3.169
H -2.264 2.560 4.029
H -5.749 0.099 4.459
H -3.116 -1.683 1.079
H -8.166 -4.040 3.715
H -9.102 -5.460 1.907
H -8.327 -5.228 -0.409
H -6.580 -3.585 -1.018
H -5.088 -1.434 0.240
S -1.870 -1.961 -1.362
C -1.231 -2.494 -2.917
C -0.797 -1.603 -3.892
C -0.371 -2.087 -5.120
C -0.373 -3.451 -5.374
C -0.813 -4.336 -4.400
C -1.247 -3.863 -3.173
H -0.823 -0.538 -3.699
H -0.051 -1.396 -5.888
H -0.041 -3.824 -6.333
H -0.824 -5.399 -4.597
H -1.598 -4.548 -2.412
N 0.883 0.518 -0.159
P 2.433 0.856 -0.309
N 2.603 2.487 -0.457
C 1.682 3.241 -1.312
C 1.271 4.541 -0.634
C 2.504 5.363 -0.273
C 3.467 4.541 0.576
C 3.820 3.233 -0.120
N 3.095 -0.006 -1.536
C 4.476 0.320 -1.921
C 4.517 1.156 -3.193
C 3.740 0.473 -4.314
C 2.320 0.142 -3.865
C 2.344 -0.686 -2.587
N 3.338 0.460 1.008
C 3.018 1.140 2.279
C 2.266 0.201 3.209
C 3.181 -0.956 3.632
C 4.226 -1.246 2.548
C 3.687 -0.976 1.153
H 0.816 2.620 -1.541
H 2.186 3.473 -2.261
H 0.705 4.306 0.273
H 0.610 5.102 -1.296
H 2.219 6.278 0.247
H 3.011 5.669 -1.194
H 3.011 4.321 1.547
H 4.383 5.100 0.769
H 4.459 2.611 0.504
H 4.374 3.455 -1.043
H 5.013 -0.623 -2.073
H 4.964 0.837 -1.094
H 5.557 1.313 -3.486
H 4.085 2.140 -2.989
H 4.251 -0.455 -4.590
H 3.726 1.101 -5.206
H 1.792 -0.404 -4.646
H 1.762 1.068 -3.678
H 2.830 -1.650 -2.777
H 1.338 -0.902 -2.222
H 2.440 2.037 2.056
H 3.950 1.472 2.748
H 1.390 -0.177 2.672
H 1.898 0.746 4.080
H 2.585 -1.848 3.834
H 3.691 -0.706 4.563
H 4.552 -2.285 2.596
H 5.119 -0.636 2.704
H 2.810 -1.608 0.966
H 4.436 -1.229 0.404
```

Its total energy is -143076.902 eV. As for the multiplicity: 5. The net charge is +1. As for the HOMO-LUMO gap (spin up / spin down): 8.478 / 5.844 eV.

9.
Formula: C3H2O
Source: the Open Molecules 2025 dataset
Level of theory: ωB97M-V/def2-TZVPD

XYZ file:
```
6
Properties=species:S:1:pos:R:3
O 1.073 1.335 1.314
C 0.264 0.525 0.934
C 0.061 -0.065 -0.357
C -0.433 -0.760 -1.214
H -0.522 0.056 1.541
H -0.443 -1.092 -2.217
```

The calculation puts the relative energy (zero: lowest compared OMol25 entry of this formula, charge and spin) at 36.79 kJ/mol. Its total energy is -5187.810 eV. As for the SMILES: C#CC=O. As for the HOMO-LUMO gap: 10.527 eV.